Record 1
198
Properties=species:S:1:pos:R:3:forces:R:3:lowdin_charge:R:1 method="wB97M-V/def2-TZVPD" lumo_energy_ev=-0.067 homo_energy_ev=-9.69 largest_force_ev_per_a=3.85 energy_ev=-194596.5821 molar_mass_g_mol=1377.9 gap_ha=0.354
O -5.26289 -5.62261 2.89390 0.11 0.00 0.02 -0.329
H -7.08849 -6.55144 0.14955 -0.02 0.02 0.16 0.101
H 0.27908 3.43312 4.20083 0.12 0.38 0.46 0.062
H 4.56718 -3.72441 -1.71279 1.69 -0.17 -0.32 0.099
C 0.74567 -0.27903 -7.35268 1.48 -0.67 0.62 -0.188
O 0.58062 -3.84902 0.28607 0.17 -0.76 -0.24 -0.340
C 2.95741 0.20817 -6.22476 1.02 -3.47 -0.79 -0.234
H -3.10869 -0.21042 -4.70126 0.34 0.24 -0.27 0.088
C 0.81122 -1.19631 -6.11195 -1.12 0.38 0.15 -0.236
H 1.10722 -1.15399 -0.56564 -1.05 1.60 -0.81 0.129
H -5.36046 1.95074 2.59575 0.08 0.01 0.20 0.078
C 5.59719 -1.17648 0.68764 0.55 -0.74 -0.06 -0.176
O 3.62012 0.43532 5.06283 -0.39 -0.12 0.17 -0.321
H -5.76515 -3.40371 0.15671 0.52 0.31 0.34 0.083
H 1.89643 5.44862 -5.17054 -0.63 0.70 -0.33 0.117
H -1.68211 -5.09710 -4.04763 -0.72 -0.89 -0.60 0.082
S 5.96638 3.57712 -2.48015 0.63 -0.58 0.68 0.679
H 0.16315 7.24531 0.03507 -0.45 0.57 0.54 0.127
O -2.14372 -3.77753 -2.60134 -1.15 2.23 -0.55 -0.117
H -0.16418 1.13255 6.12662 -0.02 0.32 -0.26 0.024
H -5.73643 1.27886 -2.29401 0.33 0.41 -0.59 0.071
O -1.18561 2.39760 -3.47081 0.59 1.21 0.80 -0.347
C -2.75169 4.17328 3.69759 0.10 0.10 -0.77 -0.136
H -1.95339 -4.36530 -1.87123 0.58 -1.19 0.21 0.039
H -2.18912 4.21036 1.78688 -0.33 -0.04 0.46 0.047
C 1.16364 -2.29882 5.08857 0.99 0.15 1.11 -0.180
H 3.73089 -4.93281 0.19506 -0.10 0.50 -0.43 0.118
C -0.83053 -5.15627 3.04391 1.13 -0.40 -0.39 -0.116
O 1.49515 2.06102 0.11581 1.50 2.21 -1.34 -0.309
C 3.52556 -3.65679 -1.63326 0.41 0.72 0.99 -0.224
H 4.40212 1.83777 -2.32801 0.16 0.23 0.37 0.100
S 1.51895 -4.73035 -0.42517 -0.58 3.30 0.20 0.675
H 0.31639 -0.87475 -8.14342 0.20 0.14 -0.64 0.107
O -1.28792 4.64450 -2.38979 0.01 0.06 0.12 -0.319
H 2.04522 -3.45784 6.77074 -0.10 0.31 0.43 0.113
H -3.90419 -2.80746 -2.28130 1.33 -0.55 -0.15 0.038
C -0.21702 6.68709 0.91251 1.73 -0.33 -1.83 -0.211
H 1.32837 5.60640 -2.80906 -0.41 1.74 0.83 0.103
H 6.05302 1.14907 -2.15133 -0.88 1.50 0.30 0.134
C -7.29826 -3.56462 1.67362 0.97 1.09 0.10 -0.233
H 7.38554 3.97223 -0.66922 -0.57 0.37 -0.03 0.110
C 2.11311 -2.44992 6.37149 0.74 0.63 -3.50 -0.138
H -4.37707 0.57228 3.32642 -0.02 0.81 0.16 0.084
O 4.79755 4.22316 -3.01448 -0.16 0.65 -0.63 -0.344
H -0.18219 -1.21113 -5.64077 0.26 -0.61 0.04 0.094
H -1.60027 -1.19581 -0.57140 -0.84 -0.60 -1.12 0.095
H 3.10074 -5.56325 -2.69070 0.34 1.06 -0.45 0.139
H -3.34879 -0.40692 -2.99145 -0.22 0.04 0.38 0.061
H 1.13763 3.38028 -1.45700 -0.03 0.70 -0.50 0.067
H 7.18104 1.61785 2.92725 -0.43 -0.71 -0.17 0.101
H -1.41571 -5.61923 2.23058 0.05 0.24 0.39 0.068
H -0.94322 -4.06596 3.03544 0.06 -0.11 -0.20 0.071
C -7.92973 -4.64858 0.87511 -1.08 -0.22 -0.92 -0.268
H 3.56152 1.03822 -5.97742 0.50 0.90 0.41 0.091
H -3.66613 4.64710 3.37286 -0.71 0.02 0.72 0.086
H 2.08132 3.80786 -5.01648 -0.36 -0.66 -0.10 0.110
O 2.35869 -1.06561 -3.95642 -0.22 0.29 -0.23 -0.320
C 0.48686 5.33045 0.64870 -0.79 -1.26 0.16 -0.218
C -1.53866 0.48843 0.71987 -2.53 0.48 0.74 -0.214
H -0.67471 -7.34650 -0.79344 -0.48 -0.36 0.32 0.080
H 3.33763 -2.58842 -1.67335 -0.40 0.16 -0.57 0.103
C 5.34873 3.62406 0.08487 1.09 0.26 -1.42 -0.188
H -7.95088 -4.31088 -0.16438 0.35 -0.18 -0.18 0.111
H 0.09403 0.23899 -1.50442 0.39 -0.40 0.01 0.098
H -2.41091 0.35458 1.39885 0.63 -0.64 -0.51 0.098
H 3.60237 -0.65674 0.84574 0.65 0.03 0.50 0.024
H -1.54522 0.37431 7.83071 0.18 -0.63 -1.18 0.102
H 0.99901 -3.36970 -2.35414 0.36 -0.87 0.60 0.126
H 6.22944 -1.47583 -0.19677 -0.73 0.15 0.86 0.105
S -5.43515 -5.34776 1.48890 0.13 0.66 -1.33 0.702
S 2.13429 6.87233 1.98955 -0.08 1.24 0.17 0.691
H -1.27824 6.69757 0.88969 -0.91 -0.35 0.01 0.104
H -2.32702 4.56139 4.60987 -0.15 0.41 0.28 0.083
H 6.27409 1.69346 0.02970 -0.30 -0.01 0.26 0.115
O 7.14517 3.35084 -3.28878 -0.39 0.50 0.13 -0.333
C 1.47589 4.61929 -4.62559 0.61 -0.40 -0.59 -0.193
H -0.63678 2.30900 1.61578 0.03 0.52 -0.24 0.069
C -7.15604 -5.92095 1.03668 1.33 -0.33 0.20 -0.190
H 3.60246 -0.76954 -6.22388 -0.71 1.93 0.05 0.142
H 6.08844 -0.34085 1.16907 -0.31 0.76 -0.32 0.038
H 0.13445 0.59519 -7.19308 -0.48 -0.04 0.37 0.101
H -1.18852 -5.51972 3.99731 -0.13 -0.17 0.13 0.076
C -5.80902 -3.56321 1.23992 -0.94 -1.29 0.91 -0.185
H 2.86787 -3.95985 -3.63531 0.34 -0.16 -0.82 0.100
O 4.12639 -1.19986 3.34268 0.94 -0.76 -1.62 -0.304
H -0.45031 3.67187 -5.43271 0.45 0.10 -0.30 0.097
H 5.60345 -1.92771 1.46336 0.46 -0.72 0.11 0.062
H 3.92970 -3.02834 5.15679 -0.46 0.39 0.61 0.114
H -3.27966 2.60369 -1.72746 0.09 -0.20 -0.16 0.058
C -4.79002 1.03758 2.42186 1.08 -0.94 -0.80 -0.166
H -0.59167 -3.91757 -3.97172 0.87 1.21 -0.18 0.049
H -0.62898 5.36327 -4.79989 0.91 -1.43 0.07 0.142
H -3.92529 1.23524 1.72826 -0.88 0.31 0.78 0.054
H -2.05951 4.10068 -0.63489 -0.55 -0.03 -0.42 0.035
C 6.28722 1.06471 3.29650 0.02 1.88 -1.12 -0.156
H 1.40651 -1.20228 3.19529 -0.13 0.21 0.09 0.083
H 4.28863 -1.85876 6.46563 -0.04 0.03 -0.02 0.100
C 1.28176 3.32790 4.63750 0.11 -0.09 -0.78 -0.098
C 3.16152 -4.06600 -0.20399 -0.22 -1.32 0.51 -0.198
H 2.86568 4.75919 -2.95437 0.31 0.16 -0.03 0.081
C -3.80416 3.14486 -0.94683 0.09 -0.34 0.48 -0.132
C -1.68306 -6.96129 -0.55896 0.54 -0.91 0.74 -0.159
H 1.51615 2.56415 -2.96454 -0.44 1.72 0.39 0.128
C 0.34882 -0.28334 -0.57525 0.22 -1.78 0.53 -0.182
S 1.77258 -0.23913 -4.99183 0.42 0.43 0.68 0.648
H -4.31133 2.40273 -0.28929 0.31 0.58 -0.47 0.067
H 1.23041 -0.16874 4.68439 -0.64 0.22 -0.22 0.072
H -4.67648 -0.83988 -1.10033 -0.73 0.83 0.07 0.071
O -2.86106 3.87072 -0.13788 -0.23 -0.05 0.30 -0.149
H -4.56431 3.77033 -1.44651 0.36 0.13 0.42 0.088
H 2.10028 1.30100 -7.95096 0.62 -1.11 0.19 0.126
O 5.17318 1.68112 2.68848 -2.01 -0.17 -0.95 -0.154
H -1.09868 0.45313 -3.72524 -0.38 -1.02 0.38 0.037
O -1.33665 -0.49194 -3.52047 -0.21 1.00 -0.79 -0.151
C -2.72585 -0.71584 -3.81660 0.73 -0.03 0.11 -0.119
C 1.99298 5.51349 0.85144 -0.47 -0.05 -1.05 -0.227
O 4.27827 -1.03397 0.26053 -0.64 0.35 -1.41 -0.142
H 0.20676 -2.05027 5.48921 -1.02 -0.48 -0.14 0.076
S 3.36338 -0.87898 4.49148 -1.36 0.07 2.04 0.692
H 1.93316 3.14405 3.71880 -0.45 -0.21 1.31 0.095
H -2.39994 -7.32009 -1.28028 -0.20 0.12 -0.45 0.081
C 6.35375 4.34268 -0.86961 0.50 -0.81 0.31 -0.187
O 1.93452 -0.02748 1.40126 -0.68 1.19 -0.28 -0.359
H -2.21219 -3.51866 -4.62911 -0.31 0.46 -0.53 0.069
H 1.67744 4.26651 5.09789 -0.57 -0.81 -0.16 0.088
H -1.04589 -1.02903 6.78156 0.12 -0.15 0.11 0.048
O -1.83243 4.39640 2.67487 1.71 0.53 -1.26 -0.161
O 1.48666 -6.11728 -0.12207 -0.12 -1.67 0.16 -0.289
H -7.74878 -2.63799 1.33342 -0.04 0.39 0.55 0.116
H 0.31334 4.97552 -0.38783 -0.11 0.24 0.71 0.084
H 2.45816 4.60062 1.17512 0.27 -0.21 0.54 0.084
H 2.41511 5.77020 -0.12018 0.38 0.44 0.26 0.101
O -4.41373 -5.75787 0.52785 -0.94 -0.03 0.78 -0.345
H -5.49104 -0.00930 0.90145 0.04 0.18 0.00 0.019
C 2.81777 -4.47799 -2.70285 -1.17 -1.11 1.49 -0.175
C 1.81305 4.74993 -3.16421 0.10 -0.67 -0.09 -0.233
O -1.03133 0.84186 5.81212 -0.97 -1.20 0.71 -0.147
H 1.19224 -3.17693 4.46217 -0.29 -0.48 0.07 0.102
O -5.11694 0.01076 -0.82279 0.79 -1.05 -0.03 -0.165
H 2.70066 -0.39606 -8.29684 0.38 0.22 -0.20 0.102
O 2.69500 8.00413 1.24828 -0.32 -1.00 0.81 -0.334
C -0.94382 -0.78262 0.13588 0.70 2.13 -0.69 -0.178
H -0.72614 -1.53368 0.82554 0.50 -1.10 1.40 0.085
H 0.57263 -5.03894 -2.50807 -0.23 -1.06 -0.68 0.076
H 1.84994 -1.61002 6.98401 -0.06 -0.04 1.03 0.102
O 0.57355 -5.56184 2.95047 -0.99 0.51 -0.41 -0.147
H -7.38040 -3.70032 2.76309 -0.09 0.15 -0.39 0.129
H 6.24273 1.32261 4.30668 0.09 -0.30 2.05 0.055
H 4.40736 4.09960 -0.01843 -1.19 0.24 -0.38 0.077
H -2.82687 -1.78618 -3.97834 -0.17 0.11 0.14 0.040
H -2.07228 -7.27222 0.41467 0.35 -0.45 -0.03 0.081
C 1.58071 -1.10062 4.26323 1.11 0.17 0.13 -0.203
O 2.65201 6.47725 3.27986 0.41 -0.02 -0.42 -0.330
O -1.63296 -5.58077 -0.57561 0.66 2.62 0.53 -0.179
H -6.66996 -2.70213 -2.11047 -0.01 0.25 -0.42 0.080
H -5.66827 -3.89611 -2.93381 -0.07 0.37 -0.04 0.095
C 2.22936 0.24932 -7.56880 -1.79 1.03 -0.43 -0.187
H 3.13212 -3.30051 0.59751 0.04 -0.12 -0.90 0.109
C -1.64958 -4.03625 -3.89162 0.45 -1.92 1.58 -0.138
C 5.34377 2.14191 -0.33307 0.95 0.91 0.33 -0.224
H -5.17586 -2.96161 1.90054 0.05 -0.06 -0.57 0.109
H -6.35216 -0.34661 -2.46419 -0.13 -1.26 -1.06 0.040
S 1.02081 0.83446 0.61483 -0.67 -2.29 2.66 0.716
H 5.61272 3.78950 1.10009 0.46 -0.22 0.93 0.099
H -0.39527 0.86822 2.58298 -0.16 -0.18 -0.34 0.110
H -8.98748 -4.75711 1.08308 -0.22 -0.27 0.43 0.118
H 0.23931 8.22881 2.49400 0.01 -1.12 -0.25 0.133
C -0.52081 1.24363 1.55663 1.26 -1.21 -0.56 -0.151
H -2.82821 3.12029 3.81022 -0.73 -1.12 0.45 0.059
C 5.36760 2.01586 -1.83187 0.85 -1.61 -1.19 -0.219
O -4.68290 -2.37051 -1.96255 -0.35 0.37 0.63 -0.153
H 0.83121 -5.45944 2.01451 -0.18 -0.09 0.67 0.017
H 4.31665 1.15768 2.75275 2.00 0.65 0.26 0.082
C -6.07188 0.39562 -1.78433 -0.52 1.50 1.65 -0.128
H -1.12318 -5.18829 0.19332 -0.80 -0.83 -1.33 0.074
C -5.76879 -2.81508 -2.72361 -0.27 -0.50 -0.90 -0.146
C 0.36251 7.14994 2.20610 0.76 1.63 -0.61 -0.221
C 3.52460 -2.17802 5.75680 0.29 -0.52 -0.18 -0.209
C -0.04356 4.37445 -4.70870 -0.76 2.26 -1.00 -0.210
H 2.09356 1.71941 5.31968 -1.76 0.68 1.19 0.069
H -2.60455 -0.27798 6.62229 -1.10 -0.05 -0.72 0.054
H 0.18759 4.52224 1.35050 -0.28 0.61 -0.39 0.098
H -2.03311 1.06961 -0.10567 1.01 -0.06 0.56 0.126
H 1.28442 -2.20527 -6.23060 -0.51 0.96 -0.06 0.132
O 1.05836 0.97236 -4.62566 0.04 -0.48 -0.05 -0.323
C 1.14593 3.58379 -2.54215 -0.34 -3.81 0.50 -0.234
H -7.45145 -6.48343 1.91876 -0.10 -0.16 -0.08 0.099
C -1.57920 -0.08238 6.78381 1.43 1.68 1.23 -0.134
H 6.29223 0.03083 3.08926 0.45 -1.17 0.11 0.041
C 1.37904 -4.42117 -2.19652 -0.39 1.81 0.53 -0.228
S -0.53288 3.68754 -3.17494 -0.22 -1.65 0.11 0.714
O 1.22654 2.19827 5.58018 3.08 0.08 -1.97 -0.187
H -6.98730 0.70998 -1.25635 0.17 -0.19 -0.05 0.099
H 6.34673 5.45235 -0.84714 -0.20 -0.80 -0.38 0.117
H -5.81528 -2.26259 -3.70770 -0.32 -0.49 0.94 0.102
H 4.51096 1.64021 0.07034 -0.81 -0.73 0.63 0.076
H 0.00548 6.45587 2.91682 -0.23 -0.48 1.38 0.080
O -5.57629 0.00190 1.86965 -0.57 -0.27 -0.12 -0.149

Record 2
7
Properties=species:S:1:pos:R:3:forces:R:3:lowdin_spin:R:1 method="wB97M-V/def2-TZVPD" multiplicity=3 lumo_energy_ev="0.187 / -3.301" relative_energy_kj_mol=0.00 homo_energy_ev="-8.15 / -9.49" largest_force_ev_per_a=0.37 energy_ev=-26574.5521 molar_mass_g_mol=299.8 gap_ha="0.307 / 0.228"
H -1.50024 -0.08273 -1.16583 -0.07 -0.06 0.00 0.000
H -0.00263 0.82175 -1.48003 -0.03 0.01 -0.02 0.013
H -0.67250 0.76331 0.16023 -0.05 0.04 -0.05 0.018
C -0.52829 0.19372 -0.76052 0.20 0.12 0.11 0.103
P 0.40915 -1.33966 -0.40176 -0.26 -0.24 -0.11 0.736
I -0.24667 0.05084 3.45299 0.08 -0.02 -0.09 0.974
I 2.54116 -0.40722 0.19491 0.13 0.15 0.16 0.155